[1]
Below is the ion C6H16N3S with charge +1 in a non-equilibrium geometry, with properties calculated with ωB97M-V with the def2-TZVPD basis set.

XYZ file:
```
26
Properties=species:S:1:pos:R:3:forces:R:3
S -0.2318 -2.7835 -0.3205 3.6 -0.2 -0.4
N 1.7546 -0.9600 -0.4047 -0.8 -0.2 0.1
N -1.8527 -0.2608 -0.0024 2.5 -0.6 -0.4
N -0.6963 0.1243 0.1916 -1.1 -1.3 -1.2
C 0.4666 -1.2228 0.3048 -3.3 0.8 0.1
C -3.8793 0.6318 0.8976 -0.5 1.1 2.1
C 2.6477 -0.2521 0.5287 0.4 1.6 1.8
C 1.6047 -0.4080 -1.7199 -0.6 0.9 -4.8
C -2.9610 0.6639 -0.2605 0.4 2.4 -1.1
C 1.9913 1.0079 1.1456 0.9 -0.3 2.3
H 2.6381 1.2949 2.1071 -1.8 -0.8 -1.8
H -2.6531 1.7828 -0.5436 -0.3 -2.6 0.6
H -4.5984 1.4802 0.8467 -0.1 -1.1 -0.4
H 2.0830 1.8708 0.5480 0.3 0.9 -1.1
H 2.0543 -1.9067 -0.4612 1.1 -1.0 -0.5
H 2.5335 -0.2998 -2.3749 -0.6 0.0 1.8
H -1.4161 -2.5236 -0.0362 -3.1 0.9 0.8
H 0.9860 -0.9981 -2.5136 0.6 0.4 2.3
H -3.6383 0.2411 -1.0249 1.3 0.0 -0.5
H 0.7227 -1.1729 1.3522 -0.3 -0.5 0.3
H -3.3605 0.9119 1.8061 0.4 -0.2 0.4
H 2.8173 -0.9920 1.3284 0.3 0.4 -0.4
H 0.8995 0.9247 1.3083 1.0 0.0 0.6
H -4.2908 -0.3712 1.0562 -0.4 0.5 -0.1
H 1.1009 0.5630 -1.6428 0.4 -0.2 0.1
H 3.5894 0.1394 0.1209 -0.2 -1.0 -0.5
```
Positions in Å, forces in eV/Å.

## Properties
- LUMO level: -3.193 eV
- SMILES string: CC/N=N/[C@@H](S)[N@@H+](C)CC
- Net charge: +1
- E_HOMO: -12.8 eV
- Orbital gap: 9.6 eV

[2]
Below is an isolated molecule of C8H15BrO2 in a non-equilibrium geometry, with properties calculated with ωB97M-V with the def2-TZVPD basis set.

XYZ file:
```
26
Properties=species:S:1:pos:R:3:forces:R:3
Br -3.1313 3.4075 -0.0158 0.6 -1.2 -0.8
O 0.7231 0.3724 -0.6470 -1.0 0.3 -0.1
O 0.6125 -0.7259 1.4591 -0.8 -0.3 -2.6
C -2.3719 1.7226 -0.8798 4.1 1.7 3.2
C 2.2731 0.9002 1.0702 0.2 -0.7 -0.3
C 1.4986 -0.2307 0.3763 0.3 -0.5 -0.7
C -1.4790 -0.6309 -0.1807 1.0 -0.4 0.4
C -0.6727 -1.3293 0.9927 0.1 -0.4 0.5
C -0.3510 -0.4186 -1.1879 1.1 -1.2 -1.5
C 2.5299 -1.2663 -0.3629 -0.6 -0.5 1.0
C -2.0055 0.7175 0.2608 -0.9 1.0 -1.2
H 2.3721 0.5286 2.0892 0.3 0.4 0.1
H -2.8988 0.5631 0.8453 -0.3 0.1 0.4
H -1.2814 1.2470 0.8255 0.8 0.1 1.0
H -3.0796 1.2975 -1.4063 -3.8 -1.5 -3.1
H -1.4787 2.0150 -1.5020 -1.1 -0.1 0.8
H 3.2691 1.1546 0.6474 -0.7 -0.4 0.1
H -2.3043 -1.3493 -0.6197 1.7 1.3 1.0
H 3.0268 -0.7102 -1.1990 -0.5 -0.3 0.9
H 2.0467 -2.2043 -0.8184 0.5 1.4 0.8
H 0.1451 -1.3790 -1.5175 -0.9 0.5 0.4
H 1.6463 1.7836 1.0429 -0.1 0.1 0.2
H 3.3246 -1.6048 0.3794 -1.1 0.4 -0.9
H -0.5192 -2.3002 0.5566 0.8 -0.7 -0.1
H -0.7093 0.0171 -2.1521 0.4 0.2 0.9
H -1.1852 -1.5771 1.9440 -0.1 0.8 -0.6
```
Positions in Å, forces in eV/Å.

## Properties
- LUMO level: 0.719 eV
- SMILES string: CC1(C)OCC(CCBr)CO1
- Net charge: 0
- E_HOMO: -9.9 eV
- Orbital gap: 10.6 eV

[3]
Below is a structure of composition C2H3I2NO in a non-equilibrium geometry, with properties calculated with ωB97M-V with the def2-TZVPD basis set.

XYZ file:
```
9
Properties=species:S:1:pos:R:3:forces:R:3
I 2.3428 4.3094 -0.5531 -0.2 -0.2 0.0
I 5.2094 1.7508 -1.0759 -2.4 0.4 0.3
O 0.5841 1.3143 -0.1463 0.2 1.2 -0.1
N 1.9035 1.2717 -0.4919 0.0 -1.0 0.0
C 2.5830 2.2654 -0.6734 2.3 0.2 -0.1
C -0.0203 0.0347 -0.0637 0.0 -0.6 0.0
H -0.8596 0.0162 -0.7598 0.1 0.0 0.0
H 0.6938 -0.7493 -0.3143 0.0 0.1 0.0
H -0.3822 -0.1072 0.9571 0.0 0.0 -0.1
```
Positions in Å, forces in eV/Å.

## Properties
- LUMO level (spin up / spin down): -2.008 / -2.006 eV
- Net charge: 0
- E_HOMO (spin up / spin down): -9.3 / -9.3 eV
- Orbital gap (spin up / spin down): 7.3 / 7.3 eV

[4]
Below is a cluster of 2 separate species, Br2ClPS in total in a non-equilibrium geometry, with properties calculated with ωB97M-V with the def2-TZVPD basis set.

XYZ file:
```
5
Properties=species:S:1:pos:R:3:forces:R:3
Br 0.5647 -2.5373 0.4368 0.2 0.6 0.1
Br -0.4161 2.2144 -2.3782 -0.1 0.0 0.1
Cl 1.1284 0.6422 1.6580 0.5 0.0 0.5
S -1.6563 -0.0206 0.2303 1.1 0.1 -0.5
P 0.3794 -0.2987 0.0531 -1.7 -0.7 -0.2
```
Positions in Å, forces in eV/Å.

## Properties
- LUMO level (spin up / spin down): -3.396 / -3.774 eV
- Net charge: 0
- E_HOMO (spin up / spin down): -9.9 / -9.8 eV
- Orbital gap (spin up / spin down): 6.5 / 6.0 eV

[5]
Below is an isolated molecule of C5H6O in a non-equilibrium geometry, with properties calculated with ωB97M-V with the def2-TZVPD basis set.

XYZ file:
```
12
Properties=species:S:1:pos:R:3:forces:R:3
O -1.9913 -0.2144 0.5994 0.0 -0.2 0.1
C 2.8988 -0.0796 0.1944 -0.6 -0.1 -0.1
C -0.7035 0.3206 0.3380 0.3 0.2 -0.1
C 0.3585 -0.6933 -0.0765 -0.2 0.2 -0.2
C -1.8600 0.6864 -0.4920 0.0 0.2 -0.2
C 1.7473 -0.1756 -0.1572 0.3 -0.5 0.8
H -0.3694 1.0592 1.0701 0.0 -0.2 -0.1
H 0.4433 -1.4470 0.7109 -0.3 0.0 0.0
H 0.0298 -1.2369 -0.9690 0.2 0.3 0.0
H -2.3491 1.6525 -0.3518 0.2 -0.2 0.0
H -2.0005 0.2535 -1.4844 0.2 0.0 0.2
H 3.8663 -0.1420 0.6495 -0.1 0.4 -0.4
```
Positions in Å, forces in eV/Å.

## Properties
- LUMO level: 0.988 eV
- SMILES string: C#CC[C@H]1CO1
- Net charge: 0
- E_HOMO: -10.1 eV
- Orbital gap: 11.1 eV

[6]
Below is a structure of composition C18H13N2O2RhSSe2Te3, with properties calculated with ωB97M-V with the def2-TZVPD basis set.

XYZ file:
```
42
Properties=species:S:1:pos:R:3:forces:R:3
Te 1.7714 -0.5638 2.3646 0.0 0.1 0.1
Te 3.2323 -3.8622 -2.8258 0.0 0.3 -0.2
Te 2.4888 -5.2636 -0.6940 0.0 -0.1 0.3
Rh 1.4855 -1.3978 -0.1808 -0.1 0.0 0.3
Se 1.3303 -2.2362 -2.5610 0.1 0.0 0.0
Se 2.6912 -3.3400 0.9229 -0.1 -0.1 -0.3
S 0.8323 2.5148 3.2410 0.0 0.0 0.0
O 3.2560 -0.5334 -0.5592 0.1 0.0 0.0
O -0.4306 -2.0758 0.1036 0.1 0.0 0.0
N -0.9546 -0.0048 -0.7985 0.1 0.0 0.0
N 0.4201 0.1675 -0.8220 0.0 -0.2 0.0
C -4.4153 -3.0837 0.4475 0.0 0.0 0.0
C 4.9620 2.4016 -1.6948 0.0 0.0 0.0
C -2.7032 -1.5213 -0.2111 0.0 0.0 0.0
C -3.6889 -0.6483 -0.6638 0.0 0.0 0.0
C -0.7681 3.0361 3.5673 0.0 0.0 0.0
C -1.0237 0.8229 2.9248 0.0 0.0 -0.1
C 0.3388 0.9207 2.8267 -0.1 -0.1 -0.2
C -1.6566 2.0256 3.3430 0.0 0.0 0.0
C -5.0281 -0.9924 -0.5610 0.0 0.0 0.0
C -5.3962 -2.2115 -0.0039 0.0 0.0 0.0
C 2.3121 1.5533 -1.3955 -0.1 0.0 0.0
C 3.3680 0.6591 -1.0240 0.0 0.1 0.0
C 4.6951 1.1570 -1.1899 0.0 0.0 0.0
C -1.2477 -1.1851 -0.3100 -0.1 0.1 0.1
C 0.8986 1.2519 -1.2928 0.1 0.0 0.0
C -3.0741 -2.7415 0.3438 0.0 0.0 0.0
C 2.6305 2.8197 -1.9121 0.0 0.0 0.0
C 3.9225 3.2650 -2.0727 0.0 0.0 0.0
H -5.7891 -0.3072 -0.9167 0.0 0.0 0.0
H 1.8043 3.4670 -2.1919 0.0 0.0 0.0
H -3.3808 0.2951 -1.0930 0.0 0.0 0.0
H -0.9794 4.0427 3.8935 0.0 0.0 0.0
H 5.9941 2.7226 -1.7968 0.0 0.0 0.0
H 0.1869 2.0001 -1.6382 0.0 0.0 0.0
H -6.4435 -2.4806 0.0748 0.0 0.0 0.0
H 4.1280 4.2474 -2.4786 0.0 0.0 0.0
H -1.5486 -0.0937 2.6927 0.0 0.0 0.0
H -2.7259 2.1317 3.4738 0.0 0.0 0.0
H 5.4904 0.4849 -0.8927 0.0 0.0 0.0
H -4.6948 -4.0369 0.8807 0.0 0.0 0.0
H -2.2901 -3.4067 0.6802 0.0 0.0 0.0
```
Positions in Å, forces in eV/Å.

## Properties
- LUMO level: 4.194 eV
- Net charge: -2
- E_HOMO: -1.2 eV
- Orbital gap: 5.4 eV

Which DFT total energy belongs to each record? In order, -800.2777; -3038.2531; -803.2516; -6347.7375; -269.2318; -7069.5426 Eh.